(1)
Density functional theory data (ωB97M-V with the def2-TZVPD basis set) for a cluster of 6 separate species, C4H22NO6 in total at a distorted geometry.

Its HOMO energy is -14.0 eV. Its HOMO-LUMO gap is 11.381 eV. The LUMO energy is -2.651 eV. The energy above the lowest of the compared OMol25 structures with the same formula, charge and spin is 121.28 kJ/mol. As for the charge: +1.

```
33
C4H22NO6, DFT ωB97M-V with the def2-TZVPD basis set
C 1.95714 -0.69134 0.07798
C 0.56601 -0.65905 0.72052
C -0.28740 -1.80208 0.28543
C -1.65187 -1.97609 0.94530
O -2.30308 -0.66281 0.82836
N -0.00268 0.64797 0.31888
H 2.05037 -0.83979 -0.97818
H 2.55905 -1.45622 0.63236
H 2.41537 0.29008 0.07169
H 0.74242 -0.74575 1.83307
H -0.39898 -1.74393 -0.80018
H 0.07168 -2.80752 0.37960
H -2.34495 -2.69197 0.46836
H -1.59492 -2.26491 2.00049
H -3.21962 -0.93414 0.71784
H -0.52795 0.55241 -0.55250
H -0.67208 1.02959 1.02872
H 0.69117 1.37531 0.19455
H 3.48939 1.57646 -1.92562
H 2.51394 2.57091 -1.48330
O 2.95355 1.78022 -1.14513
H 4.22162 -1.17503 -1.84711
H 3.48530 -2.47594 -2.38730
O 3.38692 -1.64601 -1.91592
H 0.63765 3.90155 0.36526
H -0.83794 3.68956 0.52449
O -0.02518 3.20590 0.29629
H -1.13636 0.48020 3.41416
H -2.50130 0.77158 2.74518
O -1.60133 1.09181 2.84264
H -3.57292 -0.98341 -2.10033
H -2.36659 -0.12749 -2.74239
O -3.31010 -0.23202 -2.63131
```

natural (NBO) population analysis, charges in e, atoms 1 to 4: C -0.66; C -0.06; C -0.45; C -0.07



(2)
Density functional theory data (ωB97M-V with the def2-TZVPD basis set) for the molecule C11H8ClNO2S2 at a distorted geometry.

Its HOMO energy is -8.6 eV. Its HOMO-LUMO gap is 8.368 eV. The LUMO energy is -0.196 eV. Its SMILES is O=C(O)c1ccc(SCc2cnc(Cl)s2)cc1.

```
25
C11H8ClNO2S2, DFT ωB97M-V with the def2-TZVPD basis set
O -3.43159 -2.17944 1.74095
C -2.38650 -2.42091 1.62517
O -1.99861 -3.67893 1.23519
C -1.28572 -1.17102 1.79783
C 0.22270 -1.63826 1.50085
C 1.32023 -0.70673 1.60311
C 0.66559 0.69963 1.75881
S 1.97458 2.00095 1.95638
C 1.45830 2.69922 0.20876
C 1.16894 1.91283 -0.82679
C 2.32968 1.08563 -1.53626
N 1.76926 0.22621 -2.26617
C 0.51998 0.19012 -2.40166
Cl -0.64823 -0.87511 -3.46207
S -0.25152 1.23648 -1.36389
C -0.62290 1.04963 1.95258
C -1.57070 -0.00728 1.98452
H -2.65046 -4.17646 1.23760
H 0.15710 -2.60081 1.06984
H 2.29506 -1.04724 1.30707
H 0.72354 3.26346 0.37426
H 2.30023 3.37782 -0.03903
H 3.21081 1.30551 -1.45493
H -0.87845 2.08234 2.08721
H -2.60542 0.18246 1.87771
```

natural (NBO) population analysis, charges in e, atoms 1 to 4: O -0.54; C 0.81; O -0.69; C -0.08